[1]
11
Properties=species:S:1:pos:R:3:forces:R:3 method="wB97M-V/def2-TZVPD" smiles=OC1(O)CC1 relative_energy_kj_mol=233.59
O -1.291952 -1.177647 0.008712 -0.72 -0.66 1.51
C -0.559232 -0.029273 0.016505 4.10 -0.41 -1.40
O -1.171087 1.194311 -0.017773 -0.49 0.13 -0.91
C 0.803805 0.057312 -0.766928 -1.04 -2.85 0.82
C 0.809495 -0.020015 0.724090 -1.74 3.05 -0.33
H -1.575037 -1.648641 -0.781249 0.46 0.97 -0.53
H -1.730356 1.306800 0.737060 -0.52 0.02 0.88
H 1.050845 1.031899 -1.026744 0.48 1.19 -1.50
H 1.274286 -0.884633 -1.174768 -0.89 1.49 -0.26
H 1.302631 -0.793620 1.159740 0.74 -2.41 1.32
H 1.086604 0.963504 1.121351 -0.37 -0.51 0.41



[2]
14
Properties=species:S:1:pos:R:3:forces:R:3 method="wB97M-V/def2-TZVPD" smiles="O=CCC1CC1" relative_energy_kj_mol=136.95
O 1.952677 1.184980 -1.134251 0.11 -0.05 0.09
C 2.078073 0.681870 -0.045176 -0.60 -0.03 -0.33
C 0.950475 -0.220345 0.523017 0.95 0.62 -0.04
C -0.197540 -0.313357 -0.430443 -0.38 -0.62 0.26
C -1.493853 -0.816800 0.177326 -0.12 -0.18 -0.19
C -1.386384 0.584516 -0.349155 -0.11 0.27 -0.05
H 3.016373 0.920888 0.503770 -0.38 -0.45 0.36
H 1.331997 -1.234851 0.723395 0.15 0.33 0.04
H 0.608519 0.182936 1.487825 0.20 -0.03 -0.12
H 0.060246 -0.681633 -1.424780 -0.13 0.05 0.32
H -2.037700 -1.556207 -0.392950 -0.18 0.11 -0.05
H -1.607527 -0.942646 1.256076 0.38 0.02 -0.30
H -1.905597 0.818859 -1.271525 0.12 0.05 0.09
H -1.369757 1.391792 0.376876 0.00 -0.08 -0.08



[3]
77
Properties=species:S:1:pos:R:3:forces:R:3 method="wB97M-V/def2-TZVPD" charge=-1
N 5.375299 -1.143407 -1.463707 -0.37 -0.22 -0.21
C 4.783345 -0.226687 -2.459099 0.43 1.22 0.10
Nb 2.875758 0.586360 -1.632848 2.28 -1.26 0.24
P 0.953731 -0.853711 -2.685088 0.29 0.37 -0.05
O 0.131705 -1.731608 -1.603530 -0.55 -0.41 0.62
O -0.172687 0.104316 -3.310635 -0.81 0.33 -0.20
S 1.539779 -2.036336 -4.105638 0.60 0.03 -0.18
H 6.353759 -0.953201 -1.316740 0.04 0.15 0.18
H 4.899267 -1.150109 -0.572596 0.01 -0.03 0.16
H 5.457814 0.614706 -2.627734 0.18 0.10 -0.18
H 4.664693 -0.714773 -3.424052 -0.28 -0.15 -0.14
H 2.704367 1.639479 -3.098292 -0.80 -0.28 -0.09
H 1.566586 1.740895 -0.995830 0.37 0.31 -0.36
H 2.723260 -0.478937 -0.104149 -0.85 -0.26 -0.12
H 3.873128 1.792036 -0.700355 -0.51 -0.05 0.20
H 0.377552 -1.441498 -0.718160 0.05 -0.04 0.13
H -0.413705 0.756804 -2.641485 -0.01 0.24 -0.07
C 4.184010 0.078878 3.521526 -0.09 0.07 0.08
Br 5.757473 0.953940 4.206453 0.10 0.05 0.05
Br 3.083587 1.279934 2.523645 -0.04 0.08 0.00
Br 4.637568 -1.498590 2.537653 0.03 -0.15 -0.12
H 3.613594 -0.246312 4.375536 0.00 -0.04 0.10
C 1.217555 4.804591 3.897083 0.03 -0.06 0.02
Br 0.391590 4.042604 2.353009 -0.03 -0.05 -0.17
Br 3.039684 5.277744 3.568656 0.17 -0.09 -0.13
Br 0.219447 6.315047 4.560310 -0.07 0.10 0.06
H 1.212718 4.055572 4.672761 -0.01 -0.04 0.07
C 3.877068 4.302508 -5.566760 -0.05 0.04 0.06
Br 3.626661 2.421934 -5.677104 0.04 -0.19 -0.20
Br 3.837662 4.905614 -3.741891 0.00 0.06 0.13
Br 5.489108 4.882165 -6.451016 0.08 0.04 -0.06
H 3.053967 4.775643 -6.076628 -0.05 0.07 -0.04
C -0.602525 7.093779 -0.616150 0.04 0.07 -0.01
Br -1.940967 5.809688 -0.127818 -0.14 -0.20 0.04
Br 0.700281 6.356091 -1.799984 0.09 -0.12 -0.07
Br -1.421858 8.671831 -1.350397 -0.07 0.12 -0.03
H -0.099518 7.384699 0.292813 0.03 0.02 0.07
C -2.099770 -4.677372 -4.927061 0.04 -0.02 0.13
Br -3.294058 -3.685665 -6.058508 -0.09 0.03 -0.06
Br -1.488960 -3.662904 -3.443675 -0.10 0.10 0.19
Br -2.904986 -6.329733 -4.331656 -0.02 -0.27 -0.16
H -1.243785 -4.950289 -5.524061 0.05 -0.01 -0.07
C -5.359338 6.765168 -1.502652 -0.01 0.02 -0.01
Br -6.225708 5.164855 -0.902537 -0.05 -0.12 0.05
Br -5.388137 6.912241 -3.411877 0.01 0.01 -0.13
Br -6.097685 8.324947 -0.663812 -0.04 0.11 0.06
H -4.327654 6.697046 -1.199493 0.14 0.03 0.02
C 5.346415 8.840790 5.577034 0.00 -0.02 0.00
Br 3.525297 8.258455 5.576428 -0.16 0.09 0.11
Br 6.287159 8.159383 4.050701 0.08 -0.05 -0.11
Br 5.489358 10.752317 5.696868 0.02 0.12 0.01
H 5.819245 8.430813 6.454542 0.05 -0.02 0.07
C -5.354821 -5.684214 -1.862299 -0.03 0.04 0.02
Br -6.089659 -7.295794 -2.601084 -0.02 -0.08 0.00
Br -6.488734 -4.180059 -2.189174 -0.10 0.13 -0.03
Br -4.970626 -5.883612 0.011880 0.00 0.01 0.13
H -4.417377 -5.497551 -2.364218 0.06 0.00 -0.01
C -1.934121 -8.108236 -0.343892 -0.08 0.19 -0.04
Br -0.371540 -7.154357 -0.880039 0.22 0.12 -0.09
Br -2.455482 -9.418334 -1.642280 -0.03 -0.16 -0.08
Br -1.749339 -8.849466 1.413268 0.00 -0.11 0.17
H -2.735124 -7.387711 -0.298357 -0.08 0.01 0.04
C -10.821197 -2.614646 -2.082601 -0.03 -0.01 -0.01
Br -10.088484 -2.852166 -3.838739 0.07 -0.03 -0.10
Br -10.420124 -4.099799 -0.939503 0.02 -0.11 0.07
Br -10.255295 -0.956065 -1.305448 0.04 0.12 0.06
H -11.892933 -2.571694 -2.187074 -0.09 0.01 -0.01
C -0.987525 -6.233826 5.026772 0.05 0.03 -0.06
Br -0.375446 -5.362744 3.437227 -0.88 -0.15 -0.57
Br -2.897132 -6.418761 5.040537 -0.13 -0.01 0.01
Br -0.118833 -7.925305 5.295805 0.06 -0.11 -0.01
H -0.719962 -5.605741 5.860702 0.03 0.07 0.10
C 3.074228 -3.875995 5.987154 0.20 -0.09 -0.09
Br 2.204744 -2.162345 5.981112 -0.10 0.11 0.01
Br 2.508903 -4.950382 4.506940 0.61 0.14 0.36
Br 4.981850 -3.703931 6.052385 0.17 0.08 0.06
H 2.765876 -4.379042 6.888907 -0.02 -0.04 0.08



Looking at HOMO for the records above, in order, we have -9.41; -9.69; -5.20 eV.